No. 1
A cluster of 2 separate species, C3H4N2O in total at a distorted geometry, computed with ωB97M-V/def2-TZVPD.

As for the LUMO energy: 0.02325 Ha. The value obtained for the frontier orbital gap is 0.3184 Ha. The calculation puts the total energy at -8200.041 eV. The HOMO energy is -8.032 eV.

```
! wB97M-V def2-TZVPD RIJCOSX def2/J DEFGRID3
* xyz 0 1
H -0.45625 -3.67444 -0.46493
N -0.93827 -3.05015 -0.99818
C 0.93996 -0.62730 0.38813
O -1.47892 -1.29469 -2.39724
H -1.47045 0.84949 -0.66603
N 0.08410 0.24693 0.39381
H -1.25045 1.63879 1.09900
C -1.15523 -2.08484 -1.63869
C -0.97788 0.93229 0.29529
H 1.93128 -0.47092 0.44892
*
```

=====

No. 2
A cluster of 6 separate species, C14H36N11O10P in total at a distorted geometry, computed with ωB97M-V/def2-TZVPD.

As for the LUMO energy: 0.01680 Ha. As for the structure (SMILES): C#COC(=O)NCCP(=O)(OCC)OCC.NC(N)=O.NC(N)=O.NC(N)=O.NC(N)=O.NC(N)=O. The value obtained for the frontier orbital gap is 0.3492 Ha. The calculation puts the total energy at -61261.382 eV. The HOMO energy is -9.045 eV.

```
! wB97M-V def2-TZVPD RIJCOSX def2/J DEFGRID3
* xyz 0 1
P 0.91911 1.11852 -4.43282
H -1.31711 0.77693 -2.46308
C -0.82851 -4.90997 2.72003
O 0.18155 0.80235 -5.65302
N -0.35692 9.58629 -3.95431
H -4.37706 -0.86180 0.51067
H 4.84090 -7.42969 4.03047
N -0.49021 -3.63530 3.08444
H 0.98731 7.75140 -1.68380
H -1.11437 2.75977 -3.53742
H 0.38688 -3.39724 3.50722
N -2.70328 -1.18625 3.21884
H 1.22887 9.43573 -1.97937
H 3.18783 2.29887 -3.21811
H -1.00367 9.52334 -4.71737
H -8.16430 -3.14156 4.94077
N 0.78142 8.57274 -2.22000
N 4.50637 -5.42837 5.54919
H 3.20564 -7.51042 3.48129
H -0.12258 -1.77620 -1.94051
C -2.90988 -0.87398 1.90678
C -0.14653 3.13652 -3.20416
N -7.43032 -2.78868 4.35797
C 4.54736 1.40691 -0.51010
O -2.01662 -0.44764 1.18471
O 6.11815 2.76356 -2.53961
H -0.28738 4.99687 -4.19518
O 0.53500 0.23552 -3.15731
H 0.05271 2.68721 -2.23057
N 4.94008 1.14611 -3.60809
O -0.63757 7.37689 -3.52391
H -7.63323 -2.56423 3.40220
H -6.62087 -3.26942 6.70969
C -0.86788 -0.05730 -2.99613
H -1.77816 -1.04812 3.57798
H -4.98619 -2.78379 6.43523
C -1.07983 -1.29954 -2.11381
N 3.90668 -7.06889 4.04582
N -4.18173 -1.07593 1.46946
H 5.45273 -5.75585 5.56529
H -1.57889 -0.99741 -1.19237
H 3.16682 0.66096 -2.62734
C -6.15297 -2.59425 4.78803
C 2.69341 0.79437 -4.70470
C 3.45860 1.27416 -3.47458
H 5.21809 1.76870 -4.35748
O 2.37357 -5.57461 4.79861
C -0.22165 4.64212 -3.17797
C 5.54091 1.73416 -2.49281
H 2.53001 1.85585 0.34272
H -0.08005 -6.79214 2.72575
C -0.10794 8.43893 -3.25163
O -1.90370 -5.18399 2.20885
H 2.86671 -0.24347 -4.95244
N -5.91869 -2.91383 6.09051
H -4.91340 -1.43040 2.06104
O 0.85667 2.70037 -4.14977
C 3.47296 1.64834 -0.06428
H 0.65164 5.10192 -2.72649
H -1.09210 4.93826 -2.60978
H 1.02485 -5.62865 3.39785
H -1.16607 -2.91132 2.91200
H -3.42619 -1.53980 3.83106
H -1.41177 -0.15329 -3.92950
N 0.13070 -5.84565 2.97645
H 2.94959 1.45289 -5.53186
O 5.51586 1.01594 -1.29178
H 4.25423 -4.63833 6.11257
O -5.27393 -2.16246 4.05259
C 3.52163 -5.99717 4.79735
H 0.06826 10.46912 -3.74752
H -1.77150 -1.95464 -2.63241
*
```

=====

No. 3
A cluster of 12 separate species, C20H64N16O12 in total at a distorted geometry, computed with ωB97M-V/def2-TZVPD.

As for the LUMO energy: 0.01783 Ha. As for the structure (SMILES): NC(N)=O.NC(N)=O.NC(N)=O.NC(N)=O.NC(N)=O.NC(N)=O.NC(N)=O.NC(N)=O.CC(C)O.CC(C)O.CC(C)O.CC(C)O. The value obtained for the frontier orbital gap is 0.3736 Ha. The calculation puts the total energy at -70198.376 eV. The HOMO energy is -9.682 eV.

```
! wB97M-V def2-TZVPD RIJCOSX def2/J DEFGRID3
* xyz 0 1
N -14.75998 -15.73136 -10.36329
C -17.37750 -10.06869 -6.00796
H -7.02796 -9.93905 -10.87215
C -17.25539 -11.51058 -6.50119
N -9.68278 -13.45013 -15.21443
H -9.65095 -16.11874 -12.59969
H -10.43305 -12.38406 -13.23722
H -13.10507 -11.29286 -11.39147
C -14.71866 -10.23837 -18.06801
N -9.23199 -12.67408 -6.96441
H -10.29303 -16.22223 -8.56846
H -13.69464 -13.64200 -8.48942
O -6.95544 -12.58861 -9.23048
H -5.68846 -10.67147 -10.03346
N -15.03131 -8.81462 -11.32519
N -10.74110 -13.34242 -13.21457
H -11.40316 -7.57447 -10.04441
H -18.79986 -11.37640 -8.05726
H -15.62447 -9.59739 -11.07015
H -14.20076 -10.91845 -10.08473
H -16.20515 -13.24858 -12.85552
H -14.02077 -8.38201 -8.27864
H -17.90077 -12.84134 -8.17324
N -9.44747 -16.35674 -11.63107
C -15.14089 -15.03943 -11.51011
O -11.48348 -13.07690 -9.87933
H -17.75889 -11.95107 -11.81399
H -9.30326 -13.60142 -6.60110
H -17.12040 -9.94792 -4.98629
H -16.17576 -11.83924 -6.37754
O -13.57307 -7.19940 -10.45254
H -13.92337 -9.72306 -18.56788
H -11.75322 -8.60096 -13.37922
N -14.03166 -14.90638 -12.32900
H -15.44224 -10.95042 -15.55664
H -9.99859 -8.70688 -9.71865
H -12.24993 -7.48770 -12.22761
H -13.18426 -15.32882 -11.99067
C -16.46464 -11.25478 -13.22967
N -16.11888 -12.48336 -13.54240
H -9.27082 -12.28956 -10.12819
N -6.66492 -10.56890 -10.21047
H -12.87665 -11.34485 -15.37150
C -13.15767 -9.04439 -5.22737
H -12.02920 -10.41008 -16.67941
N -11.68547 -8.30106 -12.43050
H -8.56463 -12.51093 -7.70124
C -10.67407 -8.80975 -11.62950
C -13.88634 -7.77175 -5.62268
H -14.21559 -7.25002 -4.72907
C -13.19390 -12.73218 -8.16631
C -12.97415 -10.62607 -16.15978
H -9.58552 -13.98304 -16.04295
H -13.79506 -12.07244 -17.63171
H -15.28476 -9.46848 -17.48790
H -11.34963 -9.38184 -4.14635
O -16.23454 -10.22544 -13.88330
O -11.09442 -11.90629 -5.93258
C -10.09027 -11.74017 -6.59316
H -18.41119 -9.67404 -6.09372
C -17.77542 -11.78947 -7.90747
H -11.97103 -11.25785 -9.08078
H -10.29604 -9.78232 -6.69053
C -10.18557 -14.09408 -14.13769
H -15.58192 -12.52692 -14.37875
H -12.46343 -10.54715 -6.22417
H -14.07903 -14.36083 -13.18854
H -13.91598 -16.29022 -10.56930
H -13.55579 -9.68141 -4.41069
O -13.04850 -9.79557 -6.42973
H -11.24600 -7.95096 -5.23710
H -15.42305 -10.65540 -18.75584
N -9.67624 -10.52614 -7.05692
H -15.38598 -16.10324 -9.69862
C -14.12891 -11.20100 -17.03915
O -17.92467 -12.34173 -5.53295
N -14.66684 -8.68859 -8.99450
H -17.03330 -11.23527 -8.58091
C -7.39643 -11.64860 -9.95246
H -17.80875 -10.27110 -12.17571
H -14.81020 -7.98379 -6.24971
O -9.75961 -9.52220 -12.04147
O -10.11951 -15.31787 -14.00903
H -8.75785 -16.76634 -9.41924
N -8.65950 -11.59754 -10.45258
H -8.52331 -16.75405 -11.36519
H -15.17765 -8.47263 -12.28766
H -14.23299 -12.58034 -10.65379
C -13.56427 -11.73944 -10.49879
H -13.88492 -12.12307 -7.62832
H -9.01603 -10.79896 -10.92329
H -9.71364 -12.43032 -15.27730
H -11.67776 -13.99136 -9.55226
H -13.19848 -9.68580 -15.67980
C -12.50945 -12.13860 -9.43554
C -10.26841 -16.18562 -10.57268
N -9.69818 -16.51240 -9.38528
H -8.73274 -10.38099 -6.73337
H -18.86075 -12.20712 -5.67458
O -11.42988 -15.64205 -10.58197
H -12.30704 -7.85914 -3.87389
O -15.12107 -11.66750 -16.14952
C -14.30128 -8.18194 -10.29920
C -11.89254 -8.57070 -4.60101
N -10.73793 -8.37741 -10.34103
H -14.99976 -9.65203 -8.94573
H -13.23380 -7.06675 -6.17476
O -16.24071 -14.56190 -11.77090
H -16.88651 -9.27221 -6.60903
N -17.24319 -11.11728 -12.13487
H -12.43713 -13.02074 -7.44188
H -10.92689 -13.71323 -12.32338
*
```

=====

No. 4
A structure of composition C46H44As2CrN6O2S2, computed with ωB97M-V/def2-TZVPD.

As for the LUMO energy (alpha / beta): -0.10733 / -0.11372 Ha. The value obtained for the frontier orbital gap (alpha / beta) is 0.2593 / 0.2532 Ha. The expectation value of S² is 3.7914. The calculation puts the total energy at -233220.079 eV. The HOMO energy (alpha / beta) is -9.976 / -9.984 eV.

```
! wB97M-V def2-TZVPD RIJCOSX def2/J DEFGRID3
* xyz 1 4
H 2.58655 -2.41980 -0.92942
C -3.50312 -0.36113 4.18416
C 3.52103 -0.14897 2.09743
H -4.61918 -5.94864 0.91036
C -2.63547 -6.08347 1.71678
H 3.73511 0.30334 -4.02444
C -2.00201 -6.42281 0.39424
C 4.80064 -0.60132 2.31743
C -2.45965 -5.67141 4.08974
O 1.27322 -0.54049 1.60085
C -1.97950 1.12855 -0.20238
H -2.36144 3.28167 4.41967
H -0.47861 4.18135 4.04244
C -4.00979 -5.87457 1.80348
H -0.32636 5.71284 -5.62425
N -0.84085 0.53685 -0.51910
C -2.44489 2.27029 -0.85732
H -5.67283 -5.41462 3.06886
C -2.67771 2.25182 4.33270
H -0.80258 -6.15488 2.81792
H -3.84518 -1.38624 4.14539
H -4.32647 2.55849 5.66316
H -3.93091 -1.93954 1.60855
C -0.64654 -2.38893 3.74622
H 1.11176 -5.42639 1.78770
C -4.60278 -5.56721 3.01663
C 2.05772 6.72501 -7.79965
H -1.84950 -5.60342 4.98137
H 4.31821 -3.90078 1.88387
C -0.10557 1.04282 -1.53433
C 2.47623 -1.03675 1.78579
H 6.09882 -2.32177 2.40729
C -3.13153 -2.52850 2.05685
H -4.29202 -5.23051 5.11467
H -2.85384 -3.32199 1.37141
H -0.93761 -6.62189 0.49015
C 1.28871 3.77238 -4.83976
C 1.53479 1.97612 -3.57935
C 1.93011 0.77199 -2.92911
N 0.24008 3.77275 -4.04501
C 1.57623 4.77557 -5.86073
H -1.27259 -2.44501 4.63631
C 4.08126 -2.84842 1.94955
C 1.73740 -3.41940 1.40100
C 0.84375 6.70587 -7.11621
N 2.10558 2.69805 -4.59724
H 1.21742 9.24957 -8.19752
C -4.20092 0.52632 4.98417
H 2.64042 -5.29621 0.93849
H 2.58112 -4.92561 2.66284
S -2.25688 -5.13090 -0.85558
N -0.24163 -4.14506 0.52922
H -2.54453 0.70158 0.61673
Cr -0.01452 -1.19225 0.34841
C 2.79163 4.80998 -6.54953
As -0.30702 2.00614 2.64734
C -1.86975 -5.98334 2.87157
N 1.35536 -0.80457 -1.20142
H 1.04672 0.52902 4.20435
H 3.28133 0.90461 2.14414
C 5.09343 -1.96370 2.23876
C 2.02888 -4.85468 1.72948
H 1.83194 2.10118 4.00583
H 5.58543 0.10712 2.54967
H 4.16334 -1.76907 -2.73278
H -5.06009 0.18578 5.54620
H 0.39876 4.40886 2.52305
H 2.94734 2.48032 -5.09937
C 2.76067 -2.42075 1.71555
C 3.06220 0.00066 -3.23246
C 2.42101 -1.52171 -1.50715
H -1.36355 4.32797 2.50314
C -1.68909 2.82200 -1.86243
S -1.45870 -2.34594 -1.10615
C 3.03309 5.76874 -7.50644
O 2.38431 7.62066 -8.75288
C 3.30453 -1.14854 -2.52300
H 0.07596 7.43545 -7.32449
C 1.43939 8.63137 -9.07038
C -1.14710 -3.87881 -0.34559
C 0.38437 2.66548 -3.25912
H 3.97166 5.80615 -8.04123
N 0.62832 -3.08394 0.81060
H 0.43237 1.95092 5.09141
As -1.58386 -1.39680 2.36726
C -1.95284 1.37093 3.52860
C -3.79174 1.84702 5.04783
C -0.46797 3.93306 2.98189
H 0.51597 8.19776 -9.46087
H 1.90432 9.24286 -9.83757
C -3.82776 -5.46106 4.16488
H -0.44850 -3.39389 3.37594
H -2.47132 -7.30426 -0.04674
C 1.09409 0.32457 -1.89337
C -2.39509 0.04400 3.43472
C -0.48651 2.20034 -2.22250
C 0.61432 5.73465 -6.15645
H -3.38520 2.70610 -0.55245
H 0.29012 -1.88288 3.97780
H 3.57668 4.09405 -6.33779
H -1.99889 3.71388 -2.38988
H -3.47663 -2.98493 2.98288
C 0.87489 1.60291 4.15868
*
```

=====

No. 5
The molecule C7H11N at a distorted geometry, computed with ωB97M-V/def2-TZVPD.

As for the LUMO energy: 0.03459 Ha. As for the structure (SMILES): C#C[C@](C)(N)/C=C\C. The value obtained for the frontier orbital gap is 0.3795 Ha. The calculation puts the total energy at -8924.451 eV. The HOMO energy is -9.384 eV.

```
! wB97M-V def2-TZVPD RIJCOSX def2/J DEFGRID3
* xyz 0 1
C -2.38816 -0.11036 -0.26097
C -1.57439 1.11915 0.05099
N 0.44225 -0.98250 -1.12141
H 0.91607 -0.30596 2.17891
H -0.17133 -1.48244 1.37363
C 0.74336 -0.88354 1.27082
C 3.28853 0.67793 -0.36614
H -2.22068 -0.50057 -1.28359
H -2.13626 2.01763 0.15268
H -0.53392 -1.22635 -1.33116
H 0.78515 -0.57786 -1.97441
H -2.35560 -0.89641 0.44353
C 0.70720 -0.04565 -0.00182
H 4.32633 0.89588 -0.43904
C 2.08982 0.43609 -0.18315
H 1.48755 -1.64745 1.20601
C -0.21490 1.18575 0.15137
H -3.47611 0.19505 -0.27345
H 0.28509 2.13161 0.40721
*
```